# 1
This record from OMol25 describes C3H3CaO3 as an isolated structure. The level of theory is ωB97M-V/def2-TZVPD.

Total charge = 0
E_HOMO (spin up / spin down) = -5.393 / -8.015 eV
Expectation value of S² = 0.750
2S+1 = 2
ΔE to the lowest compared entry with this formula, charge and spin = 35.07 kJ/mol

```
10
Properties=species:S:1:pos:R:3:mulliken_spin:R:1
C -1.106 -1.464 0.898 -0.001
C -0.637 -0.207 0.813 0.002
O 0.607 0.137 0.508 -0.116
Ca 1.970 1.678 0.964 1.153
H -0.439 -2.325 0.834 0.001
H -2.177 -1.627 1.019 -0.001
H -1.318 0.633 1.023 0.003
O 2.002 1.340 -1.454 -0.048
C 0.988 0.944 -1.923 0.009
O 0.111 0.891 -2.682 -0.003
```

# 2
This record from OMol25 describes a 2-piece molecular cluster, C23H39N2O5 overall. The level of theory is ωB97M-V/def2-TZVPD.

Total charge = +1
E_HOMO = -10.628 eV
ΔE to the lowest compared entry with this formula, charge and spin = 454.11 kJ/mol

```
69
Properties=species:S:1:pos:R:3:mulliken_charge:R:1
C 0.692 1.563 1.212 1.703
C 0.955 2.681 1.543 -2.564
C 1.080 4.126 1.866 1.441
C 1.607 4.841 0.632 -1.162
C 2.631 4.054 -0.158 0.326
O 3.678 3.732 0.318 -0.551
N 2.269 3.792 -1.528 0.099
C 3.207 4.557 -2.371 -1.148
C 2.407 2.350 -1.824 -0.865
O -0.259 4.503 2.278 -0.533
C -0.419 3.754 3.428 0.436
O -1.443 3.319 3.817 -0.520
O 0.792 3.563 4.011 -0.401
C 1.737 4.320 3.229 -0.091
C 3.202 4.008 3.367 -0.970
C 3.698 4.317 4.787 0.345
C 4.238 3.109 5.684 -0.705
O 2.872 3.898 5.747 -0.358
H 0.625 0.591 0.801 0.668
H 2.109 5.754 0.966 0.359
H 0.790 5.159 -0.005 0.326
H 4.245 4.293 -2.151 0.436
H 3.097 5.625 -2.201 0.310
H 3.027 4.318 -3.414 0.416
H 3.295 2.161 -2.427 0.343
H 1.547 2.020 -2.403 0.292
H 2.503 1.766 -0.915 0.321
H 1.548 5.369 3.471 0.501
H 3.437 2.979 3.115 0.252
H 3.735 4.703 2.723 0.330
H 4.252 5.245 4.897 0.415
H 3.910 2.315 6.351 0.403
H 4.260 2.439 4.790 0.178
C -3.542 -4.498 -3.869 -1.390
C -3.754 -4.666 -2.365 -0.355
C -3.957 -3.348 -1.620 -0.870
C -2.842 -2.313 -1.573 -0.854
N -1.496 -2.676 -0.994 0.364
C -0.637 -3.511 -1.910 -0.498
C -0.200 -2.567 -3.016 -0.941
C -0.030 -1.205 -2.318 -0.586
C -0.702 -1.370 -0.952 -0.849
C -1.551 -3.213 0.423 -0.604
C -1.866 -4.701 0.630 -0.501
C -3.275 -5.056 1.132 -1.285
H -2.759 -3.772 -4.101 0.200
H -3.258 -5.444 -4.327 0.368
H -4.459 -4.161 -4.352 0.424
H -2.937 -5.247 -1.933 0.182
H -4.647 -5.273 -2.205 0.432
H -4.303 -3.543 -0.606 0.321
H -4.794 -2.828 -2.095 0.577
H -3.197 -1.492 -0.951 0.310
H -2.653 -1.898 -2.562 0.626
H 0.211 -3.845 -1.313 0.520
H -1.183 -4.372 -2.275 0.470
H -0.962 -2.501 -3.791 0.078
H 0.708 -2.914 -3.502 0.584
H -0.480 -0.402 -2.897 0.379
H 1.019 -0.949 -2.186 0.282
H -1.372 -0.559 -0.684 0.595
H 0.051 -1.481 -0.176 0.314
H -2.227 -2.563 0.979 0.510
H -0.548 -3.047 0.808 0.353
H -1.172 -5.028 1.405 0.536
H -1.608 -5.293 -0.246 0.292
H -3.758 -4.212 1.624 0.354
H -3.220 -5.869 1.852 0.361
H -3.923 -5.407 0.330 0.269
```

# 3
This record from OMol25 describes one molecule with the formula C18H21N5O3. The level of theory is ωB97M-V/def2-TZVPD.

Total charge = 0
E_HOMO = -7.164 eV
ΔE to the lowest compared entry with this formula, charge and spin = 317.48 kJ/mol
SMILES = CN1CCN(c2ccc(NC(=O)c3coc4c3C(=O)NCC4)nc2)CC1

```
47
Properties=species:S:1:pos:R:3:mulliken_charge:R:1
C -2.059 6.356 4.389 -0.871
N -2.494 5.548 3.236 0.087
C -2.983 4.176 3.473 -1.256
C -1.832 3.178 3.533 -0.672
N -0.952 3.234 2.341 0.199
C -0.333 2.077 1.828 0.608
C -0.189 0.910 2.554 -0.497
C 0.391 -0.221 1.982 -0.298
C 0.862 -0.178 0.706 -0.097
N 1.556 -1.194 0.029 -0.067
C 1.818 -2.492 0.384 0.494
O 1.504 -2.933 1.495 -0.708
C 2.513 -3.443 -0.498 0.536
C 3.064 -4.576 -0.037 -0.523
O 3.711 -5.225 -1.069 -0.444
C 3.538 -4.461 -2.224 -0.406
C 2.758 -3.379 -1.920 0.547
C 2.343 -2.553 -3.038 0.515
O 1.709 -1.525 -2.863 -0.739
N 2.641 -2.881 -4.352 -0.271
C 3.103 -4.234 -4.695 -0.679
C 4.056 -4.743 -3.613 -0.544
N 0.661 0.920 -0.038 -0.556
C 0.092 2.009 0.479 -0.513
C -0.530 4.601 1.960 -0.501
C -1.727 5.650 1.968 -0.959
H -0.995 6.322 4.517 0.312
H -2.292 7.409 4.187 0.309
H -2.586 6.066 5.296 0.302
H -3.660 3.852 2.653 0.324
H -3.595 4.075 4.367 0.432
H -2.258 2.190 3.651 0.563
H -1.215 3.376 4.410 0.348
H -0.513 0.934 3.592 0.405
H 0.492 -1.137 2.582 0.428
H 1.721 -0.920 -0.957 0.329
H 3.152 -4.881 0.995 0.519
H 2.063 -2.386 -5.005 0.290
H 2.218 -4.843 -4.737 0.341
H 3.557 -4.208 -5.679 0.339
H 5.013 -4.247 -3.773 0.284
H 4.220 -5.830 -3.738 0.322
H -0.116 2.858 -0.170 0.369
H 0.183 4.926 2.727 0.234
H -0.002 4.630 0.994 0.400
H -1.321 6.625 1.802 0.436
H -2.415 5.439 1.147 0.329
```

# 4
This record from OMol25 describes C40H94F3N10O10PbS as an isolated structure. The level of theory is ωB97M-V/def2-TZVPD.

Total charge = +1
E_HOMO = -9.153 eV

```
159
Properties=species:S:1:pos:R:3:mulliken_charge:R:1
Pb 4.289 -1.394 1.897 1.851
C 0.010 0.282 0.070 -0.110
F -1.289 0.296 -0.086 0.276
F 0.661 0.137 -1.081 -0.153
F 0.384 1.436 0.617 -0.088
S 0.546 -1.119 1.241 -0.455
O 0.225 -2.361 0.551 0.302
O 1.990 -0.936 1.450 0.243
O -0.268 -0.899 2.424 0.234
C -1.040 4.759 4.287 -1.636
C -1.195 3.400 3.615 0.776
N -2.298 2.612 4.180 0.323
C -2.090 2.269 5.578 -0.067
C -3.425 2.253 6.338 -1.461
C -2.613 1.401 3.421 0.530
C -3.153 1.769 2.039 -1.817
H -1.912 5.350 4.010 0.432
H -0.168 5.267 3.868 0.434
H -0.873 4.756 5.361 0.277
H -1.422 3.565 2.559 0.157
H -0.278 2.794 3.556 -0.461
H -1.539 1.324 5.722 0.009
H -1.430 2.958 6.107 0.455
H -4.042 1.457 5.919 0.251
H -3.347 2.054 7.407 0.425
H -3.876 3.230 6.177 0.340
H -3.392 0.851 3.942 0.097
H -1.767 0.731 3.216 -0.172
H -2.369 2.041 1.327 0.089
H -3.793 2.654 2.076 0.376
H -3.716 0.944 1.599 0.515
C -6.441 3.270 -1.489 -1.594
C -5.507 2.077 -1.444 0.355
N -4.501 2.048 -2.515 0.179
C -3.708 0.833 -2.428 0.754
C -2.335 1.032 -3.025 -1.262
C -5.031 2.337 -3.858 -0.647
C -5.934 1.211 -4.415 -0.955
H -7.112 3.364 -0.637 0.426
H -7.102 3.313 -2.359 0.315
H -5.858 4.190 -1.601 0.375
H -4.951 2.003 -0.508 -0.126
H -6.106 1.155 -1.519 0.324
H -3.588 0.553 -1.375 -0.973
H -4.168 -0.086 -2.814 0.222
H -2.445 1.025 -4.115 0.521
H -1.894 1.971 -2.693 0.305
H -1.664 0.192 -2.825 0.147
H -4.194 2.492 -4.541 0.274
H -5.569 3.282 -3.877 0.443
H -6.172 1.491 -5.447 0.431
H -6.902 1.166 -3.917 0.248
H -5.440 0.246 -4.436 0.244
C 1.002 0.141 -8.998 -1.471
C 1.438 0.712 -7.647 -0.177
N 0.299 1.205 -6.869 0.176
C 0.702 1.538 -5.510 -0.793
C 1.063 0.290 -4.712 -0.375
C -0.349 2.336 -7.527 -0.584
C 0.444 3.636 -7.642 -1.060
H 1.678 -0.513 -9.550 0.414
H 0.775 0.919 -9.730 0.294
H 0.088 -0.431 -8.819 0.355
H 2.017 -0.044 -7.119 0.273
H 2.165 1.515 -7.838 0.288
H 1.489 2.303 -5.442 0.215
H -0.122 2.031 -4.984 0.490
H 0.286 -0.472 -4.770 0.206
H 2.001 -0.163 -5.044 0.143
H 1.232 0.470 -3.646 -0.057
H -1.270 2.578 -6.989 0.226
H -0.636 2.001 -8.524 0.426
H 0.758 4.051 -6.683 0.271
H -0.190 4.408 -8.084 0.431
H 1.326 3.560 -8.280 0.277
C -4.092 -1.766 0.430 -0.679
C -3.623 -2.375 -0.877 0.656
O -4.416 -2.689 -1.746 -0.725
N -2.288 -2.525 -1.014 0.833
C -1.673 -2.922 -2.247 -0.957
H -4.743 -0.917 0.229 0.288
H -3.290 -1.501 1.122 -0.243
H -4.685 -2.503 0.979 0.484
H -1.688 -2.371 -0.223 -0.489
H -1.833 -2.270 -3.102 0.262
H -1.972 -3.940 -2.535 0.376
H -0.614 -3.125 -2.060 0.097
C 4.180 -5.903 0.454 -1.685
C 3.183 -4.791 0.550 0.758
O 3.501 -3.784 1.216 -0.410
N 1.984 -4.906 -0.004 0.285
C 1.444 -5.979 -0.827 -1.130
H 4.079 -6.457 -0.481 0.483
H 3.993 -6.652 1.226 0.300
H 5.187 -5.519 0.569 0.380
H 1.354 -4.119 0.104 -0.313
H 0.398 -6.096 -0.538 0.280
H 1.974 -6.921 -0.721 0.462
H 1.400 -5.758 -1.897 0.317
C 2.405 4.454 5.496 -1.349
C 1.969 3.554 4.386 0.674
O 1.852 3.973 3.240 -0.554
N 1.777 2.268 4.729 0.113
C 1.519 1.161 3.844 -0.226
H 1.585 5.081 5.857 0.268
H 3.120 5.170 5.090 0.322
H 2.830 3.999 6.390 0.428
H 2.051 2.030 5.667 0.305
H 2.306 0.411 3.991 0.350
H 1.652 1.467 2.810 -0.601
H 0.585 0.625 4.009 -0.013
C 3.079 -2.058 -2.340 0.134
C 4.466 -1.848 -1.786 0.124
O 4.617 -1.639 -0.568 -0.370
N 5.507 -1.838 -2.606 -0.117
C 5.504 -1.880 -4.068 -0.817
H 2.317 -2.041 -1.568 -0.457
H 3.054 -2.998 -2.896 0.446
H 2.862 -1.266 -3.060 -0.116
H 6.384 -1.585 -2.178 0.338
H 6.445 -1.507 -4.458 0.352
H 4.710 -1.239 -4.453 0.181
H 5.320 -2.896 -4.414 0.274
C 3.087 2.877 0.483 -0.077
C 4.370 2.133 0.776 0.113
O 4.371 1.022 1.326 -0.403
N 5.502 2.642 0.275 -0.175
C 5.736 3.852 -0.485 -0.969
H 2.341 2.562 1.209 -0.721
H 2.710 2.608 -0.505 0.374
H 3.162 3.960 0.539 0.548
H 6.274 1.995 0.356 0.251
H 4.843 4.379 -0.799 0.382
H 6.266 3.517 -1.381 0.333
H 6.410 4.537 0.028 0.293
C -2.849 -1.862 4.890 -0.571
C -3.139 -2.990 3.900 0.702
O -4.130 -3.694 4.004 -0.701
N -2.162 -3.249 3.011 0.378
C -2.219 -4.288 2.004 -1.063
H -1.946 -1.276 4.722 -0.103
H -2.695 -2.375 5.842 0.391
H -3.729 -1.230 4.972 0.182
H -1.426 -2.562 2.928 -0.299
H -3.207 -4.305 1.540 0.289
H -2.126 -5.273 2.468 0.386
H -1.449 -4.110 1.261 0.187
C 1.295 -3.547 4.218 0.343
C 2.630 -3.043 4.689 -0.092
O 3.199 -2.178 4.007 -0.441
N 3.086 -3.549 5.842 -0.106
C 4.350 -3.203 6.469 -0.851
H 1.422 -3.951 3.214 -0.273
H 0.626 -2.689 4.146 -0.270
H 0.862 -4.272 4.905 0.566
H 2.348 -3.950 6.396 0.266
H 5.220 -3.568 5.924 0.250
H 4.458 -3.531 7.498 0.338
H 4.447 -2.114 6.468 0.285
```